Below is a cluster of 2 separate species, C4H13N3O in total, with properties calculated with ωB97M-V with the def2-TZVPD basis set.

Structure (XYZ):
```
21
Properties=species:S:1:pos:R:3:nbo_charge:R:1
C -1.127 -0.420 0.017 -0.07
C -1.203 0.663 -0.779 -0.06
C -0.791 -0.319 1.478 -0.67
C -1.371 -1.796 -0.523 -0.62
N 1.916 0.459 -0.733 -0.23
N 2.449 -0.732 -0.290 -0.65
N -1.206 1.984 -0.321 -0.81
O 1.891 1.489 0.319 -0.66
H 2.668 2.037 0.153 0.47
H 2.018 -1.091 0.563 0.33
H 3.451 -0.639 -0.149 0.35
H -0.625 2.117 0.497 0.38
H -0.964 2.656 -1.035 0.37
H -1.559 0.551 -1.796 0.19
H 0.888 0.367 -0.998 0.37
H -0.510 -1.293 1.873 0.21
H 0.030 0.379 1.648 0.23
H -1.649 0.048 2.043 0.22
H -2.194 -2.270 0.015 0.21
H -0.487 -2.424 -0.400 0.21
H -1.625 -1.765 -1.580 0.21
```

The value obtained for the molar mass is 119.17 g mol⁻¹. The SMILES is CC(C)=CN.NNO. For the frontier orbital gap, the calculation gives 0.319 Ha. The value obtained for the energy is -399.61140 hartree. The value obtained for the HOMO energy is -0.2868 Eh. The spin multiplicity is 1.

=====

Below is an isolated molecule of C2H2O4, with properties calculated with ωB97M-V with the def2-TZVPD basis set.

Structure (XYZ):
```
8
Properties=species:S:1:pos:R:3:nbo_charge:R:1
C -1.260 -0.382 -0.223 0.79
C 0.463 -0.167 -0.071 0.63
O -1.891 -1.378 -0.314 -0.57
O -1.373 0.841 -0.153 -0.63
O 1.169 0.213 -1.091 -0.62
O 0.861 0.138 1.094 -0.61
H 1.716 0.989 -0.933 0.50
H 0.313 -0.253 1.691 0.51
```

The value obtained for the molar mass is 90.03 g mol⁻¹. For the frontier orbital gap, the calculation gives 0.375 Ha. The value obtained for the energy is -378.31748 hartree. The value obtained for the HOMO energy is -0.3708 Eh. The spin multiplicity is 1.

=====

Below is a structure of composition C22H38O3P2SZr, with properties calculated with ωB97M-V with the def2-TZVPD basis set.

Structure (XYZ):
```
67
Properties=species:S:1:pos:R:3:nbo_charge:R:1
P 0.216 -1.902 -4.441 0.77
P 0.266 1.263 -4.319 0.72
C -0.125 -0.954 -6.018 -0.69
C 0.510 0.427 -5.981 -0.69
H -1.222 -0.909 -6.137 0.23
H 0.289 -1.549 -6.849 0.24
H 1.599 0.388 -6.163 0.23
H 0.056 1.081 -6.744 0.24
C -1.385 1.990 -4.727 -0.93
H -1.662 2.720 -3.957 0.23
H -2.149 1.203 -4.766 0.23
H -1.324 2.488 -5.704 0.24
C 1.350 2.680 -4.746 -0.93
H 0.998 3.131 -5.685 0.24
H 2.372 2.302 -4.876 0.24
H 1.322 3.413 -3.933 0.23
C -0.853 -3.320 -4.884 -0.93
H -0.742 -4.105 -4.129 0.23
H -0.555 -3.694 -5.874 0.24
H -1.892 -2.970 -4.914 0.24
C 1.860 -2.561 -4.957 -0.93
H 2.603 -1.754 -4.966 0.24
H 1.772 -2.991 -5.964 0.24
H 2.179 -3.337 -4.251 0.23
Zr 0.081 -0.182 1.416 2.44
C 0.888 1.116 -0.468 -0.39
C -0.490 1.150 -0.685 -0.17
C -1.281 0.259 -1.603 -0.54
C -1.751 -1.121 -1.055 -0.46
C -0.771 -1.851 -0.178 -0.31
C 0.599 -1.890 -0.345 -0.23
C 1.365 -1.218 -1.448 -0.55
C 1.859 0.227 -1.195 -0.46
C 0.553 -1.807 2.854 -1.26
H 1.331 2.018 -0.024 0.29
H -1.019 2.057 -0.353 0.27
H -0.764 0.087 -2.568 0.31
H -2.184 0.833 -1.898 0.27
H -2.699 -0.947 -0.519 0.25
H -2.063 -1.757 -1.908 0.30
H -1.236 -2.569 0.502 0.29
H 1.166 -2.627 0.232 0.28
H 0.776 -1.201 -2.389 0.29
H 2.244 -1.839 -1.708 0.27
H 2.826 0.181 -0.669 0.24
H 2.110 0.709 -2.163 0.31
H 1.332 -1.496 3.573 0.28
H 0.858 -2.779 2.431 0.25
H -0.347 -1.999 3.473 0.29
C -0.312 1.962 10.322 -0.64
C -0.449 1.580 8.881 0.00
C -1.211 0.452 8.514 -0.17
C -1.363 0.118 7.166 -0.22
C -0.665 0.848 6.194 0.20
C 0.115 1.953 6.534 -0.23
C 0.242 2.279 7.889 -0.19
S -0.655 1.407 3.555 1.82
O -0.813 0.386 4.893 -0.64
O -1.525 0.513 2.602 -0.98
O 0.763 1.134 2.996 -0.98
H -1.280 2.223 10.764 0.24
H 0.103 1.134 10.906 0.24
H 0.353 2.828 10.419 0.23
H -1.691 -0.157 9.270 0.24
H -2.011 -0.693 6.842 0.23
H 0.635 2.526 5.763 0.20
H 0.900 3.111 8.172 0.23
```

The value obtained for the molar mass is 535.78 g mol⁻¹. Its net charge is +2. For the frontier orbital gap, the calculation gives 0.156 Ha. The value obtained for the energy is -2214.08566 hartree. The value obtained for the HOMO energy is -0.4811 Eh. The spin multiplicity is 1.

=====

Below is the ion C4H11NO2 with charge +1, with properties calculated with ωB97M-V with the def2-TZVPD basis set.

Structure (XYZ):
```
18
Properties=species:S:1:pos:R:3:nbo_charge:R:1
C 0.202 -0.290 -0.100 -0.32
C 0.763 1.098 -0.189 0.07
C 2.294 1.092 -0.222 -0.63
O 0.266 1.769 0.987 -0.73
N -1.151 -0.428 -0.505 -0.09
C -1.867 -1.699 -0.279 0.05
O -1.880 -1.818 1.108 -0.66
H 0.838 -0.948 -0.709 0.26
H 0.273 -0.674 0.926 0.32
H 0.411 1.744 -0.992 0.20
H 2.641 0.515 -1.072 0.22
H 2.653 2.124 -0.287 0.24
H 2.701 0.651 0.690 0.23
H 0.446 2.714 0.919 0.49
H -1.714 0.379 -0.215 0.42
H -1.275 -2.508 -0.719 0.20
H -2.846 -1.595 -0.723 0.22
H -2.755 -2.126 1.383 0.51
```

The value obtained for the molar mass is 105.14 g mol⁻¹. Its net charge is +1. For the frontier orbital gap (spin up / spin down), the calculation gives 0.427 / 0.239 Ha. The value obtained for the energy is -363.90458 hartree. The value obtained for the HOMO energy (spin up / spin down) is -0.5375 / -0.5362 Eh. The spin multiplicity is 2.

=====

Below is a cluster of 2 separate species, C2H8N2S2 in total, with properties calculated with ωB97M-V with the def2-TZVPD basis set.

Structure (XYZ):
```
14
Properties=species:S:1:pos:R:3:nbo_charge:R:1
C 0.079 -1.431 2.642 -0.76
S -1.284 -0.444 1.986 0.09
S -0.349 0.840 0.762 -0.13
H 0.744 -1.717 1.821 0.22
H 0.654 -1.005 3.451 0.22
H -0.323 -2.406 2.933 0.23
H -0.760 0.242 -0.392 0.14
N 2.117 0.403 -2.416 -0.82
C 0.790 0.036 -2.513 0.28
N -0.057 0.385 -3.390 -0.67
H 2.508 0.814 -3.258 0.36
H 2.808 -0.278 -2.134 0.38
H 0.606 -0.655 -1.689 0.15
H 0.457 0.939 -4.077 0.32
```

The value obtained for the molar mass is 124.23 g mol⁻¹. The SMILES is [H]/N=C\N.CSS. For the frontier orbital gap, the calculation gives 0.354 Ha. The value obtained for the energy is -986.86115 hartree. The value obtained for the HOMO energy is -0.3245 Eh. The spin multiplicity is 1.

=====

Below is a structure of composition C36H36AsN3O4PS3Ti, with properties calculated with ωB97M-V with the def2-TZVPD basis set.

Structure (XYZ):
```
85
Properties=species:S:1:pos:R:3:lowdin_charge:R:1
Ti 0.405 0.021 0.309 0.84
O -1.031 1.234 0.989 -0.30
N -0.990 2.130 1.986 -0.16
C -1.264 1.692 3.242 -0.03
C -1.262 2.552 4.307 -0.07
C -0.953 3.894 4.075 -0.10
C -0.685 4.314 2.802 -0.13
C -0.679 3.429 1.691 -0.73
S -0.341 3.930 0.108 0.53
H -1.503 0.648 3.330 0.10
H -1.467 2.167 5.295 0.10
H -0.935 4.603 4.895 0.09
H -0.448 5.345 2.582 0.08
O 1.515 -1.056 -1.126 -0.35
N 1.782 -2.356 -1.165 -0.19
C 0.882 -3.134 -1.807 -0.06
C 1.025 -4.490 -1.903 -0.10
C 2.154 -5.069 -1.304 -0.11
C 3.085 -4.268 -0.705 -0.12
C 2.971 -2.845 -0.658 -0.74
S 4.170 -1.824 -0.084 0.59
H 0.049 -2.578 -2.213 0.10
H 0.272 -5.074 -2.413 0.09
H 2.296 -6.143 -1.325 0.09
H 3.976 -4.683 -0.256 0.09
O -0.578 -1.429 3.751 -0.07
C 0.158 -0.976 2.841 -0.62
O -0.001 -1.415 1.573 -0.25
C 1.118 0.055 2.974 -0.27
C 1.733 0.356 4.193 -0.07
C 2.839 1.148 4.270 -0.09
C 3.434 1.646 3.041 -0.17
C 4.589 2.420 3.022 -0.08
C 5.158 2.886 1.836 -0.15
C 4.549 2.567 0.635 -0.13
C 3.393 1.793 0.633 -0.07
C 2.814 1.315 1.801 -0.22
N 1.656 0.557 1.740 -0.03
H 1.293 -0.086 5.080 0.11
H 3.320 1.362 5.218 0.07
H 5.054 2.664 3.974 0.09
H 6.059 3.488 1.859 0.07
H 4.970 2.916 -0.302 0.08
H 2.911 1.527 -0.295 0.06
C 3.150 0.606 -3.143 -0.25
As 1.700 1.872 -3.082 0.67
C 1.572 2.388 -4.943 -0.29
C 2.360 3.464 -2.217 -0.27
S -0.171 1.293 -2.382 0.17
H 4.022 1.105 -3.567 0.03
H 2.850 -0.235 -3.765 0.04
H 3.366 0.223 -2.150 -0.01
H 2.521 2.806 -5.281 0.03
H 0.779 3.128 -5.038 0.02
H 1.320 1.507 -5.531 0.02
H 3.448 3.496 -2.266 0.03
H 2.026 3.440 -1.182 -0.04
H 1.927 4.336 -2.707 0.04
C -1.932 -3.378 0.346 -0.24
P -2.020 -1.747 -0.486 1.03
C -2.935 -2.183 -2.027 -0.37
C -2.547 -1.554 -3.208 -0.11
C -3.187 -1.836 -4.411 -0.09
C -4.222 -2.757 -4.448 -0.11
C -4.620 -3.392 -3.276 -0.10
C -3.983 -3.103 -2.079 -0.09
C -3.331 -0.928 0.485 -0.35
C -3.260 -0.964 1.877 -0.09
C -4.176 -0.247 2.633 -0.09
C -5.157 0.519 2.018 -0.11
C -5.220 0.567 0.632 -0.10
C -4.311 -0.152 -0.130 -0.09
H -2.919 -3.790 0.558 0.04
H -1.373 -3.226 1.268 0.03
H -1.370 -4.065 -0.290 0.03
H -1.737 -0.829 -3.178 0.03
H -2.874 -1.332 -5.317 0.10
H -4.721 -2.981 -5.384 0.09
H -5.431 -4.110 -3.299 0.09
H -4.307 -3.591 -1.168 0.10
H -2.458 -1.499 2.379 0.09
H -4.094 -0.263 3.713 0.10
H -5.855 1.093 2.616 0.09
H -5.967 1.180 0.142 0.09
H -4.356 -0.095 -1.211 0.10
```

The value obtained for the molar mass is 824.67 g mol⁻¹. Its net charge is -2. For the frontier orbital gap (spin up / spin down), the calculation gives 0.116 / 0.116 Ha. The value obtained for the energy is -6479.88217 hartree. The value obtained for the HOMO energy (spin up / spin down) is 0.0319 / 0.0317 Eh. The spin multiplicity is 2.

=====

Below is a structure of composition C30H34N7O3SW, with properties calculated with ωB97M-V with the def2-TZVPD basis set.

Structure (XYZ):
```
76
Properties=species:S:1:pos:R:3:lowdin_charge:R:1
W -0.324 0.152 -0.936 1.44
N -2.404 -0.031 1.330 0.01
N -2.542 -1.319 1.874 -0.03
C -1.901 -2.371 1.360 -0.72
N -2.069 -3.567 1.896 0.15
S -0.880 -2.259 -0.021 0.76
H -1.829 0.558 1.949 0.08
H -3.329 0.393 1.248 0.12
H -3.081 -1.440 2.733 0.18
H -2.687 -3.730 2.677 0.14
H -1.608 -4.371 1.492 0.12
O -5.820 4.664 -3.810 0.15
N -5.779 3.567 -3.335 -0.34
O -6.679 2.777 -3.254 0.12
C -4.455 3.160 -2.786 -0.03
C -3.531 4.152 -2.655 0.10
C -2.216 3.894 -2.180 -0.09
C -1.205 4.867 -2.103 0.08
C 0.059 4.477 -1.694 0.02
C 0.312 3.149 -1.372 -0.06
N -0.634 2.192 -1.421 -0.07
C -1.893 2.570 -1.807 -0.13
C -2.870 1.538 -1.891 -0.13
N -2.451 0.288 -1.492 -0.09
C -3.315 -0.724 -1.713 -0.11
C -4.572 -0.556 -2.273 0.02
C -5.023 0.706 -2.612 0.08
C -4.159 1.801 -2.428 -0.03
H -3.805 5.156 -2.955 0.15
H -1.417 5.890 -2.371 0.15
H 0.859 5.196 -1.631 0.13
H 1.305 2.832 -1.051 0.13
H -2.980 -1.722 -1.444 0.07
H -5.200 -1.415 -2.442 0.13
H -6.014 0.850 -3.017 0.13
N 0.099 0.314 -4.140 0.25
C -0.189 -0.033 -3.064 -0.11
H 0.307 0.537 -5.092 0.13
C 2.876 1.712 3.065 -0.03
C 1.351 1.864 3.153 -0.62
C 0.964 3.342 3.300 -0.03
C 0.824 1.056 4.348 -0.03
C 0.743 1.359 1.930 -0.08
C 0.177 0.933 0.936 -0.18
H 3.338 2.139 3.952 0.10
H 3.272 2.233 2.194 0.09
H 3.150 0.659 3.012 0.08
H 1.355 3.728 4.238 0.10
H -0.118 3.457 3.301 0.09
H 1.376 3.931 2.484 0.09
H 1.309 1.392 5.262 0.10
H 1.036 -0.004 4.217 0.09
H -0.250 1.193 4.465 0.09
C 3.206 -5.971 1.334 -0.01
C 3.197 -4.647 0.682 -0.19
C 2.368 -4.378 -0.423 0.03
C 2.274 -3.114 -0.949 -0.20
C 1.514 -2.876 -2.218 -0.05
C 3.018 -2.043 -0.346 -0.09
C 2.656 -0.700 -0.534 -0.04
O 1.486 -0.311 -0.904 -0.31
C 4.055 -2.367 0.599 -0.16
C 5.060 -1.367 1.055 -0.01
C 4.069 -3.642 1.120 0.03
H 2.390 -6.598 0.989 0.09
H 3.161 -5.869 2.419 0.11
H 4.146 -6.486 1.124 0.12
H 1.811 -5.191 -0.867 0.14
H 1.230 -3.824 -2.666 0.10
H 2.143 -2.334 -2.925 0.11
H 0.595 -2.294 -2.063 -0.02
H 3.348 0.095 -0.240 0.16
H 4.606 -0.459 1.446 0.07
H 5.703 -1.088 0.220 0.11
H 5.693 -1.791 1.830 0.10
H 4.786 -3.883 1.894 0.14
```

The value obtained for the molar mass is 756.56 g mol⁻¹. Its net charge is +3. For the frontier orbital gap (spin up / spin down), the calculation gives 0.233 / 0.245 Ha. The value obtained for the energy is -2236.80318 hartree. The value obtained for the HOMO energy (spin up / spin down) is -0.5946 / -0.6204 Eh. The spin multiplicity is 3.

=====

Below is a cluster of 2 separate species, C7H8Br2NOP in total, with properties calculated with ωB97M-V with the def2-TZVPD basis set.

Structure (XYZ):
```
20
Properties=species:S:1:pos:R:3:nbo_charge:R:1
C -0.821 -0.805 0.735 -0.17
C -1.494 0.604 -1.015 -0.16
C 0.479 -0.442 0.563 -0.22
C -0.227 1.140 -1.184 -0.26
C -1.838 -0.285 -0.025 -0.04
C 0.749 0.537 -0.418 0.15
C -3.271 -0.696 0.282 -0.61
N 2.120 0.857 -0.511 -0.97
O 2.943 0.303 2.709 -0.60
P 3.229 -0.008 0.352 1.17
Br 3.539 -1.959 -0.594 -0.12
Br 5.102 0.954 -0.164 -0.11
H -1.013 -1.490 1.543 0.22
H -2.290 1.077 -1.634 0.21
H 1.398 -0.757 1.058 0.22
H -0.114 1.572 -2.070 0.22
H -3.287 -1.507 0.991 0.22
H -3.799 0.125 0.597 0.22
H -3.777 -1.024 -0.693 0.21
H 2.371 1.805 -0.521 0.42
```

The value obtained for the molar mass is 312.93 g mol⁻¹. For the frontier orbital gap (spin up / spin down), the calculation gives 0.266 / 0.268 Ha. The value obtained for the energy is -5890.76532 hartree. The value obtained for the HOMO energy (spin up / spin down) is -0.3274 / -0.3273 Eh. The spin multiplicity is 1.